1.
The following is a DFT calculation (wB97M-V/def2-TZVPD) of a structure of composition C37H29Br2ClNNiO5P in a non-equilibrium geometry.

Each line ends with the Mulliken charge.
Geometry (Å):
Ni  -0.29920  -0.05910  -0.02021  1.405
C  -0.83763  -3.40493  -1.04074  -0.335
C  -0.87158  -3.24481  0.43851  0.533
C  -1.11979  -4.34736  1.27907  -0.983
C  -1.18421  -4.18152  2.63545  -0.862
C  -0.96450  -2.90269  3.18093  1.071
C  -1.02030  -2.57345  4.55249  0.001
Br  -1.48760  -3.90723  5.82327  -0.254
C  -0.75253  -1.30183  5.00286  -0.488
C  -0.40662  -0.30833  4.09918  -0.339
Br  -0.01318  1.45336  4.66572  -0.168
C  -0.33768  -0.53984  2.71993  -0.122
O  -0.01028  0.35984  1.87982  -0.001
C  -0.65256  -1.86573  2.26773  0.352
N  -0.63333  -2.04330  0.92690  -0.618
H  -1.26382  -4.35275  -1.35338  0.458
H  0.19727  -3.35006  -1.37806  0.217
H  -1.38200  -2.58527  -1.50309  -0.254
H  -1.27182  -5.31865  0.83544  0.449
H  -1.40170  -5.01532  3.28838  0.369
H  -0.80728  -1.07021  6.05684  0.443
O  0.32952  -0.39915  -2.00161  0.419
P  0.29814  -0.89813  -3.40437  0.245
C  -1.33365  -1.53640  -3.91017  1.061
C  -1.53223  -2.42258  -4.96336  -0.622
C  -2.80958  -2.87591  -5.24316  -0.699
C  -3.89241  -2.43170  -4.50045  -0.584
C  -3.69911  -1.52131  -3.47692  -0.646
C  -2.42452  -1.07394  -3.18131  -1.021
C  1.55527  -2.21108  -3.60924  0.452
C  2.87874  -1.80287  -3.49965  -0.825
C  3.89498  -2.74207  -3.50473  -0.681
C  3.59661  -4.09090  -3.60334  -0.548
C  2.27711  -4.50030  -3.69060  -0.841
C  1.25569  -3.56393  -3.70021  -0.255
C  0.71331  0.42767  -4.57069  0.566
C  0.73956  1.73217  -4.09788  -0.215
C  0.99461  2.77004  -4.97515  -0.714
C  1.21523  2.50449  -6.31645  -0.494
C  1.18869  1.19993  -6.78767  -0.704
C  0.93627  0.15694  -5.91585  -0.444
H  -0.70079  -2.76081  -5.56564  0.375
H  -2.96406  -3.58408  -6.04205  0.426
H  -4.88358  -2.79673  -4.72290  0.409
H  -4.53525  -1.15925  -2.89931  0.545
H  -2.27182  -0.37306  -2.37226  0.574
H  3.10467  -0.74706  -3.40442  0.413
H  4.92119  -2.42156  -3.41846  0.432
H  4.39175  -4.82258  -3.59674  0.398
H  2.04402  -5.55216  -3.73681  0.434
H  0.22662  -3.88197  -3.77404  0.456
H  0.56029  1.91746  -3.04748  0.304
H  1.01665  3.78929  -4.61920  0.453
H  1.40607  3.31644  -7.00219  0.383
H  1.36082  1.00398  -7.83576  0.423
H  0.91709  -0.86421  -6.26882  0.327
C  0.03833  4.89340  1.59924  -1.392
C  1.03567  3.77454  1.48728  0.976
C  2.19987  3.90295  2.24213  -1.053
C  3.24374  3.00440  2.14970  0.078
Cl  4.65367  3.22331  3.12130  -0.244
C  3.17280  1.94393  1.25681  -1.157
C  2.01704  1.78576  0.52888  -0.091
C  0.92506  2.65118  0.65627  0.630
O  -0.14299  2.25859  -0.11737  0.092
C  -1.45524  2.74480  0.11250  -0.227
C  -2.47952  1.73482  -0.52850  0.071
O  -3.50644  2.17773  -1.00263  -0.718
O  -2.14474  0.51537  -0.47469  -0.708
H  0.51374  5.74096  2.08763  0.485
H  -0.82736  4.61634  2.19605  0.284
H  -0.30014  5.22057  0.61973  0.306
H  2.28530  4.73355  2.92547  0.388
H  3.99844  1.25624  1.15723  0.466
H  1.90107  0.94835  -0.16250  0.496
H  -1.60640  3.71956  -0.35345  0.355
H  -1.68941  2.78873  1.18030  0.290

charge: 0
ΔE to the lowest compared entry with this formula, charge and spin: 13.10 kcal per mole
frontier orbital gap (spin up / spin down): 7.36 / 7.13 eV
E_LUMO (spin up / spin down): -0.008 / -0.250 eV
highest occupied orbital energy (spin up / spin down): -7.37 / -7.38 eV
spin multiplicity: 3

=====

2.
The following is a DFT calculation (wB97M-V/def2-TZVPD) of a cluster of 6 separate species, C37H29FINO25S in total in a non-equilibrium geometry.

Each line ends with the Mulliken charge.
Geometry (Å):
C  -3.02715  1.96521  -5.66209  -0.880
S  -1.97798  0.87457  -4.55895  1.261
O  -0.55602  0.71994  -5.22394  -0.595
O  -2.62559  -0.56418  -4.59450  -0.677
C  -1.87445  1.41717  -2.76893  0.528
C  -0.66145  0.47897  -2.18822  -0.602
C  -0.94613  -0.14193  -0.67918  0.326
O  -0.81964  -1.47334  -0.50057  -0.437
F  -1.28497  0.66363  0.51670  -0.284
C  -3.25793  1.54756  -1.89321  -0.155
N  -4.12429  0.33070  -1.65143  -0.613
O  -3.87714  2.75023  -2.54196  -0.352
C  -2.76127  3.75270  -2.53355  0.482
O  -2.96136  5.08826  -2.56081  -0.546
C  -1.29828  2.94947  -2.43085  -0.842
I  0.17659  3.83533  -3.78775  0.236
H  -3.95561  1.31276  -6.03045  0.350
H  -2.44623  2.26762  -6.66015  0.330
H  -3.43009  2.94469  -5.16517  0.264
H  0.38647  1.04266  -2.26182  0.260
H  -0.55759  -0.47304  -2.90087  0.466
H  -3.03284  1.99063  -0.81212  0.266
H  -3.77280  -0.52195  -2.14138  0.373
H  -4.03001  0.14008  -0.60900  0.346
H  -0.87349  2.79442  -1.32622  0.515
O  -3.33546  -3.47846  1.01812  -0.731
C  -2.54935  -4.36777  1.32497  1.053
C  -1.09679  -4.14343  1.39097  -0.551
C  -0.26678  -5.13769  1.71220  -0.010
O  1.09921  -4.93313  1.77875  -0.601
C  -0.77610  -6.50426  2.01087  0.916
O  0.01286  -7.40231  2.28508  -0.686
C  -2.23015  -6.72296  1.96856  -0.965
C  -3.06062  -5.72796  1.65073  0.422
O  -4.42869  -5.92529  1.61147  -0.639
H  -0.74002  -3.14578  1.16930  0.615
H  1.48130  -5.80262  2.02874  0.353
H  -2.58802  -7.71703  2.20538  0.490
H  -4.81021  -5.05739  1.35561  0.355
O  1.86052  3.31838  -0.68702  -0.512
C  3.01362  3.73023  -0.74820  1.119
C  3.45342  4.68305  -1.77937  -0.901
C  4.72044  5.09887  -1.82820  0.337
O  5.13991  5.99634  -2.79298  -0.595
C  5.73159  4.61451  -0.84886  0.846
O  6.89283  5.00053  -0.93045  -0.643
C  5.28678  3.68055  0.19696  -0.847
C  4.01898  3.26728  0.24808  0.414
O  3.59291  2.39154  1.22975  -0.601
H  2.70851  5.02525  -2.48629  0.237
H  6.09576  6.13912  -2.61844  0.351
H  6.02844  3.35032  0.91335  0.423
H  2.63856  2.24415  1.05150  0.320
O  4.15244  6.10314  1.22782  -0.509
C  3.73405  7.25525  1.25239  0.955
C  2.48128  7.64997  0.58956  -0.891
C  2.06235  8.91652  0.62119  0.279
O  0.88453  9.29387  0.00269  -0.559
C  2.84404  9.97233  1.32145  0.794
O  2.44283  11.13129  1.31759  -0.608
C  4.08418  9.57353  2.00475  -0.838
C  4.50150  8.30634  1.97617  0.322
O  5.66476  7.92347  2.61831  -0.592
H  1.92413  6.87278  0.08231  0.551
H  0.80155  10.25869  0.16616  0.347
H  4.63335  10.34807  2.52514  0.423
H  5.75079  6.95991  2.44970  0.341
O  1.06234  -8.45630  -5.15815  -0.612
C  0.29187  -8.24014  -4.22936  0.779
C  -1.15487  -8.06709  -4.43333  -0.850
C  -1.96405  -7.81624  -3.40234  0.298
O  -3.32506  -7.65522  -3.58655  -0.583
C  -1.43596  -7.69938  -2.01540  0.990
O  -2.20190  -7.44986  -1.09061  -0.553
C  0.00697  -7.89627  -1.80787  -0.888
C  0.81584  -8.15057  -2.83829  0.427
O  2.17277  -8.33939  -2.65067  -0.574
H  -1.52495  -8.15237  -5.44699  0.416
H  -3.69075  -7.48228  -2.69164  0.346
H  0.37475  -7.82625  -0.79192  0.469
H  2.53921  -8.50632  -3.54629  0.344
O  -2.04319  -3.90874  4.29502  -0.482
C  -1.85134  -2.99612  5.09084  0.913
C  -2.94873  -2.36260  5.83850  -1.047
C  -2.70765  -1.35978  6.68519  0.391
O  -3.73395  -0.76167  7.39311  -0.572
C  -1.32764  -0.84503  6.90135  0.923
O  -1.13977  0.09019  7.67221  -0.610
C  -0.22723  -1.49414  6.17222  -0.771
C  -0.46768  -2.49929  5.32807  0.356
O  0.56182  -3.11608  4.64117  -0.595
H  -3.94722  -2.74521  5.67006  0.437
H  -3.30497  -0.06407  7.93516  0.347
H  0.77328  -1.12157  6.35242  0.437
H  0.13208  -3.80958  4.09467  0.261

charge: 0
frontier orbital gap: 7.49 eV
E_LUMO: -2.055 eV
highest occupied orbital energy: -9.55 eV
spin multiplicity: 1

=====

3.
The following is a DFT calculation (wB97M-V/def2-TZVPD) of a structure of composition C37H29KN2O4P2 in a non-equilibrium geometry.

Each line ends with the Mulliken charge.
Geometry (Å):
K  -0.48981  0.84382  -0.21029  1.411
O  -2.55311  4.74811  -1.43225  -0.781
C  -1.88166  3.81573  -0.95853  0.063
O  -1.49842  2.76345  -1.52595  -0.671
C  -1.44933  3.99497  0.52380  0.180
C  -1.56815  5.22652  1.15825  -0.488
C  -1.16853  5.32001  2.48143  -0.316
C  -0.66309  4.20462  3.13283  -0.545
C  -0.54875  3.01960  2.41822  0.185
N  -0.95755  2.93722  1.15416  0.373
C  -0.03199  1.76352  3.01776  -0.001
O  0.39511  1.70409  4.19777  -0.636
O  0.25337  0.75418  2.27063  -0.409
H  -1.98176  6.06014  0.60913  0.481
H  -1.24112  6.26581  3.00789  0.376
H  -0.32389  4.23764  4.15932  0.443
C  -1.95068  -2.86992  0.34506  -0.598
P  -2.88335  -1.41558  -0.34925  0.282
C  -2.46786  -1.50155  -2.13159  0.232
C  -2.14451  -0.31818  -2.79384  -0.760
C  -1.76624  -0.34336  -4.13290  -0.638
C  -1.71370  -1.54578  -4.81822  -0.375
C  -2.03680  -2.73045  -4.16430  -0.671
C  -2.40518  -2.70747  -2.83017  0.018
C  -4.58427  -2.10967  -0.35850  0.321
C  -5.08531  -2.72713  0.79064  -0.516
C  -6.38937  -3.19761  0.84127  -0.562
C  -7.22859  -3.05556  -0.25540  -0.421
C  -6.74724  -2.43723  -1.40082  -0.540
C  -5.44158  -1.96933  -1.45187  -0.518
C  -0.50206  -2.89979  -0.03394  -0.214
C  0.14661  -3.94060  -0.69210  -0.902
C  1.50123  -3.55121  -0.77882  -1.393
C  1.57473  -2.29139  -0.18639  0.162
C  2.83962  -1.50502  0.04189  -0.878
P  2.66347  0.34261  -0.08926  0.179
C  4.39276  0.73081  -0.62510  -0.094
C  5.50303  0.46713  0.18000  -0.069
C  6.78844  0.70498  -0.28081  -0.717
C  6.98979  1.22182  -1.55725  -0.366
C  5.89705  1.49765  -2.36351  -0.519
C  4.60830  1.25268  -1.89742  -0.352
C  2.78386  0.91887  1.63635  0.902
C  1.98470  0.32156  2.64322  -0.690
C  2.12022  0.84292  4.00017  -0.213
C  3.08246  1.82516  4.24521  -0.838
C  3.60426  2.57612  3.19294  -0.519
C  3.42666  2.13542  1.89290  -0.880
N  0.35310  -1.88382  0.25999  0.251
H  -2.43060  -3.80072  0.03050  0.486
H  -2.06614  -2.79089  1.43173  0.496
H  -2.17746  0.63904  -2.28561  0.801
H  -1.50606  0.58607  -4.62366  0.481
H  -1.40974  -1.56732  -5.85831  0.348
H  -1.97853  -3.67509  -4.69224  0.356
H  -2.63330  -3.63475  -2.31902  0.322
H  -4.44631  -2.83954  1.65840  0.293
H  -6.75242  -3.67544  1.74379  0.361
H  -8.24787  -3.42057  -0.21626  0.350
H  -7.39212  -2.31661  -2.26360  0.360
H  -5.07858  -1.49130  -2.35333  0.364
H  -0.30472  -4.85794  -1.05079  0.400
H  2.32316  -4.10825  -1.21002  0.433
H  3.56933  -1.78674  -0.72198  0.507
H  3.29779  -1.73061  1.01282  0.383
H  5.34226  0.09096  1.18356  0.368
H  7.63909  0.49442  0.35769  0.362
H  7.99507  1.41338  -1.91534  0.341
H  6.04334  1.90846  -3.35616  0.363
H  3.75129  1.47077  -2.52468  0.352
H  1.88901  -0.75663  2.58236  0.279
H  2.00880  0.08666  4.76848  0.313
H  3.27182  2.11166  5.27591  0.325
H  4.20529  3.46023  3.38176  0.344
H  3.88274  2.69425  1.08168  0.444

charge: -2
ΔE to the lowest compared entry with this formula, charge and spin: 60.08 kcal per mole
frontier orbital gap: 5.32 eV
E_LUMO: 4.156 eV
highest occupied orbital energy: -1.16 eV
spin multiplicity: 1

=====

- Which value of spin multiplicity does entry 1 give?
  3

=====

- The lowest charge belongs to which entry?
  C37H29KN2O4P2

=====

- Among the records above, which one has the highest spin multiplicity?
  C37H29Br2ClNNiO5P